The following is a DFT calculation (wB97M-V/def2-TZVPD) of 3 unconnected molecules or ions with the total composition C21H41O4P in a non-equilibrium geometry.

Computed properties:
Net charge: 0
F_max, eV/A: 1.28
SMILES: CCOCP(CCCCCOC)Cc1cccc(C)c1.CCO.CCO
Orbital gap, eV: 8.39
Electronic energy, eV: -39918.8788
Energy above the lowest of the compared OMol25 structures with the same formula, charge and spin, kJ/mol: 0.0

Element x y z (Å)
C 1.7287 5.1888 2.2100
C 2.2659 4.3893 1.0265
O 1.3233 4.4072 -0.0510
C 1.3118 3.1894 -0.7542
P 0.4587 3.4774 -2.3746
C -1.2838 3.8424 -1.8271
C -2.3903 3.1071 -2.5969
C -2.9261 1.9300 -1.7818
C -4.0438 1.1408 -2.4786
C -5.3950 1.3360 -1.8133
O -5.3820 0.7376 -0.5250
C -5.6751 1.6203 0.5284
C 0.4898 1.8520 -3.2737
C 0.4816 0.5647 -2.4763
C -0.6084 -0.3073 -2.5937
C -0.6332 -1.5046 -1.8808
C 0.4166 -1.8781 -1.0472
C 1.5098 -1.0207 -0.9162
C 2.6650 -1.3392 -0.0064
C 1.5275 0.1723 -1.6447
H 2.3121 6.0916 2.3638
H 1.8489 4.6004 3.1156
H 0.6783 5.4147 2.0782
H 3.2148 4.7737 0.6553
H 2.3888 3.3529 1.3372
H 2.3331 2.8929 -1.0044
H 0.8188 2.3825 -0.2018
H -1.3937 4.9069 -2.0100
H -1.3962 3.6954 -0.7542
H -3.2205 3.8045 -2.7244
H -2.0871 2.8167 -3.5996
H -3.3328 2.3527 -0.8654
H -2.0911 1.3046 -1.4730
H -4.1049 1.3852 -3.5373
H -3.8285 0.0797 -2.3655
H -6.1360 0.7954 -2.4065
H -5.6863 2.3859 -1.7704
H -5.1026 2.5478 0.4748
H -5.4085 1.1219 1.4562
H -6.7372 1.8764 0.5760
H -0.3190 1.7955 -3.9936
H 1.4095 1.8778 -3.8557
H -1.4452 -0.0520 -3.2283
H -1.4868 -2.1584 -1.9945
H 0.4132 -2.8142 -0.5011
H 2.5633 -0.7248 0.8888
H 3.5991 -1.0396 -0.4741
H 2.6760 -2.3828 0.2846
H 2.3922 0.8167 -1.5466
C 1.4139 -6.7292 0.8205
C 1.7519 -5.2541 0.7331
O 0.5704 -4.4472 0.7759
H 0.7528 -7.0185 0.0026
H 2.3159 -7.3412 0.7759
H 0.8939 -6.9482 1.7563
H 2.2527 -5.0327 -0.2100
H 2.4078 -4.9636 1.5533
H 0.1251 -4.6276 1.6097
C 3.8337 -3.1341 5.0795
C 2.6491 -3.5329 4.2203
O 2.7800 -4.8660 3.7241
H 4.7597 -3.2158 4.5099
H 3.7309 -2.1087 5.4368
H 3.9221 -3.7935 5.9461
H 2.5736 -2.8857 3.3471
H 1.7184 -3.4481 4.7909
H 2.8351 -5.4584 4.4802

=====

The following is a DFT calculation (wB97M-V/def2-TZVPD) of a gas-phase ion, C2H3N2O (charge +1) in a non-equilibrium geometry.

Computed properties:
Net charge: +1
F_max, eV/A: 2.70
SMILES: N#CC[NH+]=O
Orbital gap, eV: 8.80
Electronic energy, eV: -7137.6783
Energy above the lowest of the compared OMol25 structures with the same formula, charge and spin, kJ/mol: 453.9

Element x y z (Å)
N -1.0577 1.8289 -1.2817
C -0.6175 0.8391 -0.9490
C -0.3243 -0.3691 -0.1830
N 0.7177 -0.1604 0.8079
O 1.4127 0.7995 0.8357
H -1.3203 -0.8971 0.1285
H 0.3538 -0.9967 -0.8853
H 0.8355 -1.0441 1.5269

=====

The following is a DFT calculation (wB97M-V/def2-TZVPD) of C2H4OS2 in the gas phase in a non-equilibrium geometry.

Computed properties:
Net charge: 0
F_max, eV/A: 3.29
SMILES: CC1(O)SS1
Orbital gap, eV: 8.46
Electronic energy, eV: -25855.8798
Energy above the lowest of the compared OMol25 structures with the same formula, charge and spin, kJ/mol: 59.4

Element x y z (Å)
C 0.9061 0.0932 -0.6883
C -0.3975 -0.0681 0.2125
O -0.0344 -0.5043 1.5044
S -1.8213 -0.7741 -0.5131
S -1.6746 1.2065 -0.0176
H 1.6394 0.6164 -0.1938
H 0.6828 0.6470 -1.5964
H 1.2932 -0.9002 -0.9911
H -0.5937 -0.3164 2.2835

=====

The following is a DFT calculation (wB97M-V/def2-TZVPD) of C2H7N5 in the gas phase in a non-equilibrium geometry.

Computed properties:
Net charge: 0
F_max, eV/A: 1.87
Orbital gap (alpha / beta), eV: 7.53 / 7.38
Electronic energy, eV: -9633.9508
Energy above the lowest of the compared OMol25 structures with the same formula, charge and spin, kJ/mol: 394.4

Element x y z (Å)
C 0.5549 1.1956 0.0594
C -0.7702 0.6927 0.1361
N 1.8203 0.7261 -0.1015
N -1.2895 -0.4379 -0.2237
N 2.4423 -0.4116 -0.0846
N -2.5981 -0.6821 0.0601
N 1.6571 -1.4888 0.2012
H 0.5761 2.2737 0.1447
H -1.4549 1.4662 0.5217
H 2.5015 1.4729 -0.2056
H -3.1485 0.1362 0.3345
H -3.0221 -1.2142 -0.6888
H 0.6567 -1.3912 -0.0007
H 2.0744 -2.3374 -0.1530

=====

Which formula does entry 1 have?
C21H41O4P

=====

Among the records above, which one has the highest energy above the lowest of the compared OMol25 structures with the same formula, charge and spin?
C2H3N2O